# 1
23
Properties=species:S:1:pos:R:3:nbo_charge:R:1 method="wB97M-V/def2-TZVPD" e_above_lowest_kj_mol=0.0 e_tot_ha=-599.86533 e_lumo_ev=0.793 smiles="Fc1ccccc1.COC(C)=O" total_charge=0 homo_lumo_gap_ev=10.40
F -1.08101 -1.26642 0.14807 -0.330
C -1.23831 -0.51345 -0.95901 0.396
C -0.23908 -0.50622 -1.91129 -0.290
C -0.40375 0.26737 -3.05087 -0.188
C -1.55443 1.02557 -3.21802 -0.229
C -2.54549 1.00733 -2.24638 -0.188
C -2.39178 0.22925 -1.10840 -0.287
H 0.65304 -1.09972 -1.75828 0.230
H 0.36750 0.27798 -3.80925 0.219
H -1.67823 1.63053 -4.10645 0.218
H -3.44097 1.60056 -2.37392 0.219
H -3.15593 0.19537 -0.34292 0.230
C 0.08971 -0.51292 3.06557 -0.253
O 1.35749 -1.16667 2.93596 -0.550
C 2.34642 -0.30951 2.58796 0.810
C 2.58966 -0.02499 1.13574 -0.732
O 3.02580 0.16041 3.39110 -0.533
H 0.09487 0.47317 2.61919 0.173
H -0.62627 -1.11904 2.54267 0.199
H -0.18665 -0.41264 4.10198 0.187
H 2.95955 -0.93775 0.68531 0.236
H 3.35432 0.72035 1.07486 0.234
H 1.70354 0.28143 0.59638 0.227

***

# 2
85
Properties=species:S:1:pos:R:3:lowdin_spin:R:1 method="wB97M-V/def2-TZVPD" e_tot_ha=-2713.51664 spin_multiplicity=5 e_lumo_ev="0.552 / 0.530" total_charge=0 homo_lumo_gap_ev="7.88 / 8.09"
Fe 0.31164 -0.42841 0.32941 3.759
C -3.17577 1.47852 -3.63981 0.000
C -2.43171 0.38446 -2.94849 0.001
C -2.41295 -0.95929 -3.25948 0.001
C -1.56377 -1.55197 -2.31389 0.003
N -1.09963 -0.61732 -1.48747 0.026
N -1.63028 0.56500 -1.87964 0.002
B -1.32741 1.90808 -1.18979 0.001
N 0.17148 2.24197 -1.28072 0.002
N 1.16004 1.47412 -0.75910 0.027
C 2.31393 2.07945 -1.04482 0.005
C 2.06239 3.25683 -1.76086 0.001
C 0.69124 3.32576 -1.88956 0.003
C -0.10327 4.38967 -2.57047 0.001
C 3.68628 1.58377 -0.66494 0.000
C 3.59692 0.27043 0.09849 0.005
C 4.50404 1.36151 -1.94461 0.000
C 4.36522 2.63568 0.22254 0.000
N -1.78859 1.87150 0.27513 0.002
N -1.29749 0.99722 1.18277 0.025
C -1.92053 1.23270 2.33475 0.002
C -2.83437 2.28343 2.16535 0.001
C -2.72139 2.66186 0.84343 0.000
C -3.46405 3.73725 0.12344 0.000
C -1.67629 0.47683 3.61541 0.000
C -1.24265 1.47343 4.69982 0.000
C -2.98458 -0.20565 4.03934 0.000
C -0.58853 -0.57825 3.43729 0.011
C -1.22802 -3.02041 -2.23520 0.000
C -0.24189 -3.29854 -1.10505 0.010
C -0.59462 -3.45161 -3.56524 0.000
C -2.52201 -3.80702 -1.98815 0.000
H -3.74491 1.06410 -4.46866 0.000
H -3.86281 1.97739 -2.95637 0.000
H -2.48541 2.22828 -4.02630 0.000
H -2.93343 -1.45315 -4.06140 0.000
H -1.92770 2.75944 -1.75255 0.000
H 2.78467 3.95962 -2.13807 0.000
H 0.57668 5.14145 -2.96488 0.000
H -0.68659 3.97893 -3.39451 0.000
H -0.79437 4.87009 -1.87813 0.000
H 3.21519 -0.51427 -0.55389 0.001
H 4.57695 -0.03509 0.46460 0.001
H 2.92012 0.37818 0.94649 0.003
H 4.01746 0.61204 -2.57033 0.000
H 4.59519 2.28029 -2.52421 0.000
H 5.50603 1.00830 -1.69551 0.000
H 3.79493 2.77614 1.14206 0.000
H 5.37271 2.31194 0.48892 0.000
H 4.43496 3.59683 -0.28727 0.000
H -3.48764 2.70522 2.90913 0.000
H -4.15090 4.23015 0.80776 0.000
H -2.77834 4.48365 -0.27743 0.000
H -4.03761 3.32756 -0.70802 0.000
H -2.01572 2.22228 4.87466 0.000
H -1.05170 0.95009 5.63821 0.000
H -0.33034 1.98815 4.39534 0.000
H -3.78286 0.52624 4.16602 0.000
H -3.29684 -0.92387 3.27997 0.000
H -2.84531 -0.73246 4.98497 0.000
H 0.34634 -0.11068 3.12344 0.004
H -0.41649 -1.10237 4.37788 0.001
H -0.88015 -1.30915 2.68042 0.006
H 0.69147 -2.76416 -1.28602 0.002
H -0.64656 -2.97148 -0.14458 0.006
H -0.02143 -4.36451 -1.04236 0.001
H 0.30779 -2.86908 -3.75581 0.000
H -0.32571 -4.50864 -3.53150 0.000
H -1.28323 -3.29867 -4.39650 0.000
H -2.96223 -3.51175 -1.03474 0.000
H -3.25150 -3.61621 -2.77555 0.000
H -2.31513 -4.87813 -1.96173 0.000
C 1.77173 -3.42195 3.32350 0.001
C 1.74633 -3.43509 1.79789 0.008
C 3.00372 -4.13562 1.26266 0.002
C 1.68035 -2.02292 1.24073 0.050
H 1.78034 -4.43450 3.73159 0.000
H 0.89787 -2.90238 3.71902 0.000
H 2.66651 -2.90705 3.68220 0.000
H 0.87775 -4.02070 1.46964 0.001
H 3.89307 -3.56372 1.53688 0.000
H 2.97154 -4.19691 0.17349 0.000
H 3.10256 -5.15035 1.65640 0.000
H 2.07678 -2.02951 0.21661 0.014
H 2.25950 -1.33727 1.86569 0.010

***

# 3
12
Properties=species:S:1:pos:R:3:nbo_charge:R:1 method="wB97M-V/def2-TZVPD" e_above_lowest_kj_mol=321.2 e_tot_ha=-774.80445 e_lumo_ev=0.405 total_charge=0 homo_lumo_gap_ev=9.45
N -1.64757 0.33643 -1.70307 -0.703
N -0.48199 1.06778 -1.33276 -0.275
C 0.23609 0.56259 -0.31152 0.055
C -0.06575 -0.65159 0.65032 -0.137
O 0.93993 -1.00349 1.39961 -0.466
C 1.95274 -0.11752 1.40444 0.631
O 2.91310 -0.22392 2.14621 -0.542
S 1.96034 0.98240 -0.06243 0.280
H -2.04476 0.47916 -2.68651 0.385
H -2.42212 0.66384 -0.99348 0.354
H -0.43073 -1.73586 0.24545 0.225
H -0.90929 -0.35981 1.24372 0.194

***

# 4
33
Properties=species:S:1:pos:R:3:nbo_charge:R:1 method="wB97M-V/def2-TZVPD" e_above_lowest_kj_mol=96.9 e_tot_ha=-4536.01568 spin_multiplicity=4 e_lumo_ev="-0.222 / -0.238" total_charge=0 homo_lumo_gap_ev="8.07 / 8.28"
Co -0.25085 0.86495 0.06542 1.438
N 0.78309 2.88856 -0.22084 -0.884
C -0.17437 3.99498 -0.15982 -0.360
C -1.55023 3.49153 0.37781 0.775
O -2.45453 4.30221 0.46253 -0.653
O -1.56114 2.24724 0.67644 -0.856
H 1.39332 2.88459 0.58544 0.385
H 1.37052 2.91978 -1.04302 0.383
H -0.35227 4.41183 -1.14944 0.214
H 0.14660 4.80037 0.50036 0.208
C 4.91969 -1.30630 0.13078 -0.275
O 3.97311 -0.24318 0.23452 -0.478
C 2.69122 -0.44165 -0.05463 0.914
O 1.93578 0.52158 0.01898 -0.710
N 2.34577 -1.68780 -0.45579 -0.480
N 1.02208 -1.91232 -0.78993 -0.642
H 5.87879 -0.86198 0.37463 0.223
H 4.95850 -1.70688 -0.88352 0.189
H 4.70445 -2.10006 0.84895 0.185
H 2.97473 -2.46478 -0.34924 0.390
H 0.54322 -2.46797 -0.09339 0.377
H 0.94360 -2.32976 -1.70738 0.371
Cl -1.58491 0.38262 -1.97682 -0.008
C -2.36769 -0.55894 -0.72576 0.027
C -1.66899 -0.57027 0.47379 -0.504
C -2.21544 -1.35410 1.47145 -0.071
Cl -1.34534 -1.49989 2.96819 0.002
C -3.41045 -2.05793 1.30599 -0.091
Cl -4.03831 -3.04432 2.56834 0.051
C -4.09773 -1.96976 0.09400 -0.087
Cl -5.58647 -2.80034 -0.12446 0.056
C -3.56369 -1.21633 -0.95192 -0.139
Cl -4.36207 -1.11570 -2.47164 0.050

***

# 5
17
Properties=species:S:1:pos:R:3:nbo_charge:R:1 method="wB97M-V/def2-TZVPD" e_above_lowest_kj_mol=282.6 e_tot_ha=-309.73473 e_lumo_ev=0.062 total_charge=0 homo_lumo_gap_ev=9.03
C -1.99829 -0.40189 -0.28830 -0.675
C -1.49159 1.00558 -0.29455 -0.076
C -0.30884 1.44707 0.14117 -0.267
C 0.82898 0.62733 -0.19433 -0.092
C 1.05158 -0.69524 -0.15352 -0.393
C 2.39037 -1.13583 -0.54926 0.396
O 3.21236 -0.42130 -1.08894 -0.551
H -3.08276 -0.32905 -0.21686 0.230
H -1.65293 -0.94560 0.59393 0.224
H -1.76305 -0.99799 -1.17513 0.236
H -2.14687 1.75100 -0.71286 0.200
H -0.14130 2.50676 0.33750 0.219
H 1.58335 1.21016 -0.71470 0.237
H 0.35984 -1.44160 0.22134 0.213
H 2.65127 -2.17371 -0.26168 0.109
H 0.01732 0.28991 2.15617 -0.010
H 0.47640 -0.29372 2.10521 0.001

***

# 6
6
Properties=species:S:1:pos:R:3:nbo_charge:R:1 method="wB97M-V/def2-TZVPD" e_above_lowest_kj_mol=62.9 e_tot_ha=-169.88363 e_lumo_ev=0.860 smiles="NC=O" total_charge=0 homo_lumo_gap_ev=10.99
N -0.00668 0.28129 0.61969 -0.840
C -0.02592 -0.13135 -0.65149 0.541
O 0.22069 0.44688 -1.63526 -0.570
H 0.35743 1.18166 1.00202 0.408
H 0.05426 -0.61943 1.30608 0.396
H -0.59979 -1.15904 -0.64104 0.065

***

# 7
64
Properties=species:S:1:pos:R:3:nbo_charge:R:1 method="wB97M-V/def2-TZVPD" e_above_lowest_kj_mol=0.0 e_tot_ha=-5353.95483 spin_multiplicity=2 e_lumo_ev="2.380 / 2.528" total_charge=-1 homo_lumo_gap_ev="6.43 / 6.93"
Cr 0.53047 0.24755 -0.03763 1.080
C -1.86088 -0.34044 5.31578 -0.263
C -2.05839 -1.15132 4.20996 -0.202
C -1.17656 -1.11059 3.14257 -0.294
C -0.08124 -0.24199 3.14101 0.247
C 0.12249 0.55254 4.27860 -0.241
C -0.75876 0.50528 5.33900 -0.206
N 0.78260 -0.21118 2.04545 -0.581
N 2.05298 0.00530 2.44200 -0.232
C 2.99101 -0.04570 1.56636 0.268
C 4.34536 0.26259 1.89200 -0.186
C 5.24461 0.48001 0.90946 -0.228
C 4.81561 0.42381 -0.46494 -0.235
C 3.59283 -0.00604 -0.78745 0.007
N 2.67666 -0.48622 0.20415 -0.521
H -2.54246 -0.37627 6.15547 0.200
H -2.89794 -1.83519 4.18043 0.200
H -1.30314 -1.78844 2.30907 0.199
H 0.97467 1.21426 4.29086 0.237
H -0.59081 1.14348 6.19717 0.203
H 4.58977 0.37932 2.93797 0.226
H 6.27347 0.71929 1.13390 0.208
H 5.48219 0.77618 -1.23884 0.218
H 3.23832 -0.08759 -1.80540 0.216
Cl -0.18039 4.00632 -0.72180 -0.474
Si 0.89479 2.56729 0.47497 0.823
Cl 2.86987 3.26191 0.20704 -0.446
Cl 0.44472 3.45179 2.35836 -0.442
Cl 0.11367 -3.30422 -2.39361 -0.025
C 0.61497 -2.01319 -3.45625 -0.101
C 0.81559 -2.26925 -4.79006 -0.226
C 1.20413 -1.24513 -5.64329 -0.277
C 1.38606 0.03802 -5.13662 -0.211
C 1.18238 0.28968 -3.80357 -0.126
Cl 1.40711 1.88403 -3.15836 0.045
C 0.77489 -0.72177 -2.86431 0.169
N 0.54193 -0.46390 -1.60456 -0.901
H 0.66956 -3.27156 -5.16933 0.217
H 1.37284 -1.44865 -6.69007 0.206
H 1.69307 0.84319 -5.78923 0.218
C -2.31221 -0.96548 -0.35247 -0.265
C -3.85772 -0.90319 -0.38798 -0.244
N -4.30180 0.45705 -0.67575 -0.422
C -3.59878 0.93294 -1.86411 -0.246
C -2.08419 1.05959 -1.58017 -0.262
N -1.76160 0.40153 -0.29524 -0.458
C -2.43740 1.14950 0.78403 -0.259
C -3.93841 1.31361 0.44873 -0.243
H -1.90801 -1.44854 -1.24126 0.220
H -1.96730 -1.52715 0.51397 0.200
H -4.28848 -1.20186 0.57113 0.193
H -4.25647 -1.56688 -1.15845 0.198
H -4.02248 1.89655 -2.15165 0.199
H -3.79085 0.22476 -2.67302 0.193
H -1.77170 2.10090 -1.51498 0.226
H -1.50051 0.57857 -2.36260 0.223
H -1.95981 2.12514 0.88421 0.222
H -2.29652 0.60878 1.71926 0.226
H -4.16527 2.34518 0.17341 0.198
H -4.56213 1.04368 1.30381 0.198
Cl 4.05741 -2.85624 0.36242 -0.125
C 2.50204 -1.91725 0.15237 -0.177
H 2.10333 -2.23758 -0.80604 0.221
H 1.87080 -2.24684 0.97415 0.214

***

# 8
12
Properties=species:S:1:pos:R:3:nbo_charge:R:1 method="wB97M-V/def2-TZVPD" e_above_lowest_kj_mol=40.5 e_tot_ha=-2536.87832 e_lumo_ev=-3.835 smiles=C[C@@H]([NH3+])[SeH] total_charge=+1 homo_lumo_gap_ev=9.99
C -1.15400 -0.15176 -0.44117 -0.638
C 0.20623 -0.61536 0.03053 -0.225
N 1.23077 0.56518 -0.14929 -0.706
Se 0.59980 -1.73298 1.54031 0.178
H -1.70052 0.27942 0.30572 0.229
H -1.75683 -1.05928 -0.76794 0.271
H -1.10174 0.49620 -1.22964 0.220
H 0.61054 -1.09898 -0.81238 0.212
H 1.36797 1.12274 0.67030 0.435
H 0.78357 1.34994 -0.67977 0.446
H 2.11075 0.19593 -0.47338 0.450
H -0.55761 -1.13699 2.48339 0.127